Formula: C58H36N6O8Pb
Source: the Open Molecules 2025 dataset
Level of theory: wB97M-V/def2-TZVPD

```
! RIJCOSX wB97M-V def2-TZVPD def2/J DEFGRID3
* xyz 0 1
Pb 0.018 0.509 -0.698
C 3.516 0.786 6.248
C 2.180 1.119 6.424
C 1.338 1.224 5.327
C 1.835 1.012 4.045
C 3.177 0.690 3.869
C 4.012 0.568 4.970
C 0.957 1.105 2.849
C 1.215 2.188 1.979
C 2.102 3.265 2.250
C 2.077 4.079 1.143
C 1.164 3.476 0.233
N 0.645 2.350 0.750
C 0.804 4.030 -1.052
C -0.294 3.686 -1.795
C -0.675 4.215 -3.091
C -1.885 3.686 -3.382
C -2.217 2.817 -2.270
C -3.486 2.089 -2.136
C -4.622 2.611 -2.930
C -4.988 3.955 -2.845
C -6.059 4.437 -3.578
C -6.762 3.589 -4.424
C -6.394 2.257 -4.529
C -5.331 1.768 -3.782
C -3.681 1.019 -1.334
N -2.661 0.305 -0.679
C -3.242 -0.647 -0.027
C -2.429 -1.692 0.722
C -3.351 -2.816 1.164
C -4.053 -2.715 2.362
C -4.978 -3.685 2.716
C -5.215 -4.764 1.875
C -4.532 -4.860 0.674
C -3.610 -3.885 0.314
C -1.555 -1.124 1.825
C -1.182 -1.769 3.037
C -0.196 -0.990 3.585
C 0.002 0.106 2.698
N -0.857 -0.018 1.616
C -4.691 -0.625 -0.168
C -4.961 0.405 -0.992
N -1.286 2.808 -1.351
C 1.707 5.085 -1.576
C 1.229 6.368 -1.829
C 2.082 7.349 -2.311
C 3.415 7.052 -2.557
C 3.896 5.773 -2.308
C 3.051 4.797 -1.808
H 4.170 0.698 7.106
H 1.791 1.296 7.419
H 0.294 1.481 5.457
H 3.555 0.521 2.867
H 5.053 0.304 4.829
H 2.656 3.412 3.162
H 2.604 5.006 0.994
H -0.086 4.885 -3.696
H -2.485 3.846 -4.263
H -4.435 4.616 -2.188
H -6.345 5.477 -3.492
H -7.593 3.969 -5.004
H -6.931 1.595 -5.196
H -5.032 0.730 -3.869
H -3.885 -1.868 3.013
H -5.515 -3.596 3.651
H -5.933 -5.524 2.154
H -4.718 -5.690 0.005
H -3.101 -3.961 -0.638
H -1.596 -2.679 3.440
H 0.334 -1.165 4.508
H -5.387 -1.301 0.301
H -5.929 0.753 -1.317
H 0.188 6.596 -1.632
H 1.705 8.347 -2.495
H 4.078 7.816 -2.940
H 4.935 5.537 -2.501
H 3.423 3.800 -1.608
O -1.482 -2.157 -0.304
C -0.625 -3.096 0.051
C 0.385 -3.514 -0.752
C 1.175 -4.621 -0.289
C 2.080 -5.171 -1.112
C 2.317 -4.670 -2.442
C 1.640 -3.608 -2.907
C 0.639 -2.919 -2.093
O 0.057 -1.914 -2.480
N 2.839 -6.334 -0.654
O 3.533 -6.903 -1.478
O 2.743 -6.661 0.514
H -0.749 -3.539 1.034
H 1.039 -5.018 0.709
H 3.070 -5.161 -3.042
H 1.831 -3.198 -3.889
O 2.859 -0.559 -1.520
C 2.675 -0.987 -0.378
O 1.847 -0.488 0.468
C 3.475 -2.172 0.110
C 3.288 -2.704 1.380
C 4.031 -3.798 1.802
C 4.979 -4.366 0.965
C 5.153 -3.818 -0.294
C 4.418 -2.735 -0.742
N 6.151 -4.426 -1.198
O 6.247 -3.969 -2.319
O 6.786 -5.373 -0.778
H 2.541 -2.253 2.024
H 3.874 -4.214 2.790
H 5.559 -5.226 1.260
H 4.574 -2.321 -1.727
*
```

Computed properties:
* F_max: 0.480 eV Å⁻¹
* orbital gap: 5.51 eV
* LUMO: -2.097 eV
* ΔE to the lowest compared entry with this formula, charge and spin: 6.7 kcal per mole

Atomic partial charges in e from the Mulliken method, atoms 1 to 5:
1 Pb 1.2440
2 C -0.4327
3 C -0.8644
4 C -0.0649
5 C -0.4024

Formula: C58H40IN6O2Re
Source: the Open Molecules 2025 dataset
Level of theory: wB97M-V/def2-TZVPD

```
! RIJCOSX wB97M-V def2-TZVPD def2/J DEFGRID3
* xyz 1 2
Re -0.649 -0.001 0.059
C 4.904 -5.345 1.401
C 4.710 -4.356 2.356
C 3.721 -3.402 2.177
C 2.919 -3.427 1.037
C 3.098 -4.439 0.100
C 4.093 -5.389 0.276
C 1.859 -2.407 0.834
C 2.208 -1.055 0.851
C 3.525 -0.534 0.994
C 3.396 0.804 1.219
C 1.999 1.085 1.226
N 1.286 -0.044 0.914
C 1.412 2.248 1.737
C 0.043 2.385 1.883
C -0.582 3.454 2.590
C -1.923 3.311 2.445
C -2.139 2.164 1.627
C -3.391 1.832 1.089
C -4.538 2.746 1.360
C -5.449 2.454 2.369
C -6.493 3.327 2.640
C -6.632 4.494 1.903
C -5.732 4.784 0.888
C -4.686 3.914 0.618
C -3.608 0.692 0.353
N -2.654 -0.284 0.113
C -3.366 -1.388 -0.328
C -2.874 -2.667 -0.289
C -3.776 -3.802 -0.637
C -4.847 -4.129 0.189
C -5.695 -5.175 -0.145
C -5.475 -5.904 -1.305
C -4.402 -5.590 -2.126
C -3.553 -4.545 -1.793
C -1.576 -2.954 0.163
C -1.124 -4.284 0.372
C 0.184 -4.213 0.719
C 0.554 -2.840 0.702
N -0.565 -2.048 0.415
C -4.733 -1.015 -0.576
C -4.882 0.256 -0.150
N -0.940 1.549 1.347
C 2.291 3.324 2.267
C 3.162 3.063 3.322
C 3.957 4.075 3.838
C 3.889 5.354 3.303
C 3.023 5.619 2.252
C 2.222 4.610 1.737
H 5.675 -6.090 1.543
H 5.327 -4.329 3.244
H 3.564 -2.635 2.926
H 2.453 -4.479 -0.768
H 4.232 -6.164 -0.466
H 4.430 -1.117 0.973
H 4.175 1.519 1.426
H -0.052 4.219 3.132
H -2.706 3.941 2.831
H -5.334 1.546 2.948
H -7.193 3.099 3.432
H -7.444 5.176 2.117
H -5.838 5.691 0.308
H -3.977 4.141 -0.169
H -5.012 -3.565 1.099
H -6.524 -5.423 0.503
H -6.141 -6.715 -1.568
H -4.226 -6.158 -3.030
H -2.715 -4.299 -2.433
H -1.739 -5.162 0.275
H 0.850 -5.025 0.951
H -5.488 -1.677 -0.966
H -5.781 0.849 -0.125
H 3.208 2.067 3.745
H 4.626 3.864 4.661
H 4.506 6.143 3.710
H 2.963 6.616 1.835
H 1.536 4.822 0.927
C -1.343 3.765 -1.148
C 0.071 3.477 -1.547
N 0.842 4.520 -1.827
C 2.104 4.301 -2.177
C 2.669 3.046 -2.316
C 4.113 2.931 -2.722
O 4.198 2.394 -4.038
C 1.865 1.928 -2.050
C 2.369 0.587 -2.410
N 1.751 -0.475 -2.089
C 2.145 -1.683 -2.694
C 3.468 -2.070 -2.872
C 3.762 -3.232 -3.567
C 2.743 -4.029 -4.063
C 1.414 -3.665 -3.880
C 1.120 -2.494 -3.203
I -0.837 -1.784 -3.082
C 0.564 2.171 -1.619
O -0.318 1.164 -1.347
H -1.680 4.650 -1.684
H -1.400 3.985 -0.077
H -2.007 2.928 -1.360
H 2.701 5.184 -2.379
H 4.657 2.295 -2.012
H 4.561 3.927 -2.682
H 5.045 2.640 -4.422
H 3.229 0.569 -3.080
H 4.261 -1.456 -2.462
H 4.794 -3.528 -3.701
H 2.978 -4.939 -4.600
H 0.617 -4.271 -4.289
*
```

Computed properties:
* F_max: 1.110 eV Å⁻¹
* <S²>: 0.768
* orbital gap (spin up / spin down): 5.84 / 5.75 eV
* LUMO (spin up / spin down): -3.966 / -4.084 eV
* ΔE to the lowest compared entry with this formula, charge and spin: 12.2 kcal per mole

Atomic partial charges in e from the Mulliken method, atoms 1 to 5:
1 Re 0.8529
2 C -0.5854
3 C -0.8675
4 C -0.2965
5 C 0.2904

Formula: C58H40N7SV
Source: the Open Molecules 2025 dataset
Level of theory: wB97M-V/def2-TZVPD

```
! RIJCOSX wB97M-V def2-TZVPD def2/J DEFGRID3
* xyz 0 3
V 0.260 -0.077 0.135
C 2.432 5.771 4.412
C 2.721 6.042 3.086
C 2.522 5.077 2.113
C 2.038 3.822 2.458
C 1.811 3.540 3.806
C 1.996 4.507 4.774
C 1.670 2.749 1.512
C 0.571 2.898 0.675
C -0.046 4.146 0.315
C -1.202 3.839 -0.314
C -1.312 2.402 -0.283
C -2.511 1.714 -0.370
C -3.743 2.483 -0.660
C -4.600 2.824 0.383
C -5.767 3.519 0.127
C -6.091 3.880 -1.170
C -5.229 3.563 -2.207
C -4.054 2.877 -1.956
C -2.653 0.378 0.035
N -1.649 -0.486 0.367
C -2.255 -1.658 0.723
C -1.614 -2.871 0.978
C -2.434 -4.002 1.481
C -2.686 -4.079 2.848
C -3.437 -5.116 3.372
C -3.948 -6.094 2.536
C -3.710 -6.020 1.173
C -2.956 -4.983 0.646
C -0.244 -3.025 0.827
C 0.462 -4.268 0.983
C 1.778 -3.992 0.833
C 1.875 -2.564 0.661
N 0.632 -2.008 0.589
C 3.046 -1.856 0.887
C 3.032 -0.496 1.208
C 4.109 0.184 1.854
C 3.652 1.429 2.163
C 2.333 1.523 1.631
N 1.955 0.336 1.080
C 4.308 -2.612 1.070
C 5.180 -2.813 0.008
C 6.350 -3.528 0.203
C 6.646 -4.053 1.450
C 5.775 -3.860 2.509
C 4.608 -3.144 2.320
C -3.671 -1.521 0.657
C -3.919 -0.262 0.202
N -0.168 1.853 0.212
H 2.547 6.539 5.163
H 3.106 7.013 2.811
H 2.763 5.294 1.085
H 1.471 2.551 4.083
H 1.798 4.275 5.811
H 0.368 5.118 0.499
H -1.928 4.508 -0.731
H -4.343 2.542 1.395
H -6.420 3.778 0.946
H -7.010 4.410 -1.370
H -5.473 3.851 -3.217
H -3.370 2.636 -2.757
H -2.292 -3.313 3.500
H -3.617 -5.165 4.437
H -4.537 -6.903 2.945
H -4.112 -6.782 0.519
H -2.777 -4.921 -0.418
H -0.007 -5.210 1.192
H 2.621 -4.655 0.899
H 5.071 -0.234 2.075
H 4.167 2.235 2.651
H 4.934 -2.408 -0.965
H 7.029 -3.682 -0.622
H 7.550 -4.625 1.596
H 6.000 -4.274 3.481
H 3.915 -2.990 3.136
H -4.376 -2.293 0.899
H -4.874 0.187 0.008
S 1.506 -2.014 -3.792
C 2.727 -1.033 -3.093
C 2.289 -0.356 -2.005
C 0.921 -0.587 -1.682
C 0.360 -1.461 -2.578
C -0.998 -1.974 -2.663
C -1.244 -3.320 -2.966
C -2.548 -3.758 -3.068
C -3.574 -2.840 -2.879
C -3.235 -1.528 -2.589
N -1.990 -1.097 -2.481
H 3.705 -1.015 -3.532
H 2.932 0.320 -1.464
H -0.413 -3.992 -3.113
H -2.771 -4.791 -3.305
H -4.608 -3.134 -2.964
H -4.006 -0.779 -2.459
N -1.011 1.706 -3.372
C 0.120 2.463 -3.364
C 0.338 3.455 -4.338
C 1.448 4.260 -4.236
C 2.324 4.069 -3.172
C 2.043 3.048 -2.284
N 0.983 2.260 -2.367
H -1.515 1.624 -4.240
H -1.046 0.907 -2.747
H -0.364 3.574 -5.150
H 1.644 5.020 -4.980
H 3.202 4.683 -3.058
H 2.708 2.843 -1.454
*
```

Computed properties:
* F_max: 1.143 eV Å⁻¹
* <S²>: 2.031
* orbital gap (spin up / spin down): 5.84 / 5.69 eV
* LUMO (spin up / spin down): -0.980 / -1.130 eV

Atomic partial charges in e from the Mulliken method, atoms 1 to 5:
1 V -0.8566
2 C -0.4011
3 C -0.8622
4 C -0.1121
5 C -0.5896

Formula: C58H42I2N5OTl
Source: the Open Molecules 2025 dataset
Level of theory: wB97M-V/def2-TZVPD

```
! RIJCOSX wB97M-V def2-TZVPD def2/J DEFGRID3
* xyz -2 1
Tl -0.623 -0.247 -0.336
C -6.301 -0.362 -5.517
C -5.016 -0.802 -5.803
C -3.957 -0.484 -4.987
C -4.103 0.300 -3.815
C -5.435 0.678 -3.522
C -6.489 0.370 -4.353
C -3.011 0.524 -2.913
C -1.702 -0.014 -3.256
C -1.074 0.003 -4.517
C 0.020 -0.841 -4.447
C 0.068 -1.335 -3.133
C 0.850 -2.399 -2.634
C 1.670 -3.123 -3.627
C 3.056 -3.003 -3.616
C 3.830 -3.648 -4.562
C 3.229 -4.441 -5.526
C 1.849 -4.575 -5.542
C 1.076 -3.914 -4.606
C 0.875 -2.841 -1.320
N 0.328 -2.180 -0.238
C 0.671 -2.851 0.895
C 0.388 -2.469 2.213
C 1.045 -3.241 3.270
C 0.351 -3.816 4.341
C 1.011 -4.558 5.301
C 2.384 -4.744 5.232
C 3.091 -4.174 4.181
C 2.432 -3.435 3.222
C -0.422 -1.357 2.595
C -0.693 -0.913 3.910
C -1.538 0.174 3.815
C -1.778 0.394 2.444
N -1.079 -0.547 1.718
C -2.642 1.357 1.877
C -2.980 1.510 0.543
C -3.877 2.493 0.022
C -4.009 2.250 -1.310
C -3.186 1.119 -1.634
N -2.564 0.699 -0.501
C -3.250 2.313 2.834
C -2.614 3.522 3.083
C -3.147 4.432 3.976
C -4.335 4.147 4.626
C -4.983 2.949 4.377
C -4.443 2.035 3.489
C 1.376 -4.045 0.511
C 1.516 -4.027 -0.842
N -0.957 -0.760 -2.403
H -7.132 -0.619 -6.160
H -4.838 -1.418 -6.678
H -2.989 -0.890 -5.229
H -5.645 1.195 -2.600
H -7.488 0.690 -4.081
H -1.390 0.582 -5.367
H 0.704 -1.093 -5.238
H 3.516 -2.378 -2.866
H 4.906 -3.529 -4.553
H 3.832 -4.946 -6.268
H 1.377 -5.198 -6.291
H -0.001 -4.009 -4.623
H -0.722 -3.698 4.398
H 0.450 -5.006 6.113
H 2.898 -5.326 5.987
H 4.165 -4.302 4.121
H 2.989 -2.975 2.419
H -0.297 -1.343 4.811
H -1.951 0.752 4.623
H -4.331 3.283 0.596
H -4.537 2.861 -2.019
H -1.700 3.745 2.553
H -2.637 5.368 4.160
H -4.755 4.857 5.327
H -5.917 2.728 4.877
H -4.946 1.099 3.289
H 1.706 -4.807 1.190
H 2.006 -4.756 -1.462
I 0.180 5.061 -1.698
C 1.559 3.770 -0.708
C 2.913 4.083 -0.809
C 3.917 3.158 -0.719
I 5.915 3.913 -0.985
C 3.772 1.757 -0.537
C 4.640 0.824 -1.128
C 4.366 -0.523 -1.051
C 3.160 -0.924 -0.492
N 2.323 -0.070 0.071
C 2.675 1.209 0.177
C 0.992 2.657 -0.106
O -0.099 2.128 -0.456
H 3.172 5.089 -1.118
H 5.509 1.171 -1.671
H 5.058 -1.254 -1.450
H 2.877 -1.963 -0.468
C 2.116 1.850 3.467
C 2.298 2.794 2.266
C 3.784 3.175 2.235
C 1.461 4.055 2.487
C 1.757 2.007 1.038
H 2.447 2.327 4.390
H 2.698 0.942 3.318
H 1.074 1.563 3.586
H 4.101 3.472 3.236
H 3.971 4.013 1.569
H 4.398 2.327 1.934
H 1.739 4.533 3.426
H 0.404 3.804 2.526
H 1.612 4.771 1.683
H 1.036 1.288 1.446
*
```

Computed properties:
* F_max: 1.148 eV Å⁻¹
* orbital gap (spin up / spin down): 3.78 / 3.46 eV
* LUMO (spin up / spin down): 3.376 / 3.376 eV
* ΔE to the lowest compared entry with this formula, charge and spin: 28.9 kcal per mole

Atomic partial charges in e from the Mulliken method, atoms 1 to 5:
1 Tl 1.9876
2 C -0.4282
3 C -0.9276
4 C -0.4357
5 C 1.4160

- Look up the F_max of the fourth one.
  1.148 eV Å⁻¹